Here is a 12-piece molecular cluster, C16H59N11O12 overall in a non-equilibrium geometry from the Open Molecules 2025 dataset. Energies are from ωB97M-V with the def2-TZVPD basis set.

Electronic energy   -2150.0944 Eh
E_LUMO   0.1 eV
SMILES   COC[C@H](C)N.COC[C@H](C)N.COC[C@H](C)N.NC(N)=O.NC(N)=O.NC(N)=O.NC(N)=O.O.O.O.O.O
2S+1   1

Geometry (Å):
H -2.288 -2.486 -6.504
H 0.580 -0.153 -5.804
H 0.657 -2.040 -0.812
C -4.195 3.587 -0.950
H -5.010 -5.117 -0.552
H 2.901 9.157 -2.983
H -0.242 -5.085 9.581
H 1.975 4.206 -2.527
O -0.345 -5.965 -3.099
O -0.400 -1.855 -6.710
H -4.969 4.579 0.502
H -0.535 -6.211 -2.193
O -3.171 -4.063 0.618
N -3.715 2.783 -0.087
H 0.270 7.189 -1.312
H -5.404 -1.956 0.051
H -5.941 -3.692 -0.683
H 2.410 8.346 -4.211
H -5.565 4.994 -1.133
H 0.417 -0.670 7.626
N -4.925 4.529 -0.505
H -3.808 2.973 0.901
H 6.337 -1.359 -3.354
H 2.061 7.570 -1.204
O 1.672 6.330 -2.603
O 0.318 -3.035 9.888
C 0.810 8.632 -2.704
H -1.245 2.471 3.651
H -0.920 -1.989 -9.954
H 5.705 -4.152 2.554
N 2.431 -0.622 1.271
H 1.704 9.981 -4.090
H -3.094 -2.955 -9.305
C -0.188 -4.276 10.309
C -1.634 -2.103 -7.288
H -2.028 -1.228 -7.805
N 0.432 9.790 -1.879
H -0.494 9.561 -1.547
H 0.517 4.763 -1.774
H -0.292 -3.597 -10.340
C 1.404 -3.119 8.981
N 1.530 -1.731 -0.409
H -3.875 -1.721 0.965
C 1.966 9.079 -3.538
H 2.217 -3.727 9.379
O 4.970 -3.931 1.981
C -4.198 -3.517 0.323
N -2.536 -3.718 -8.950
H 3.084 -1.392 1.250
H 0.851 -3.521 2.505
H 2.482 -1.920 -0.691
H 0.534 -2.394 -9.180
O -3.336 1.239 4.157
C -0.383 -2.849 -9.553
H -0.013 8.328 -3.351
N -1.836 2.866 4.368
O 0.404 -0.206 0.709
H -3.059 2.060 -0.347
H 1.054 -3.607 8.072
H 0.239 10.602 -2.448
H -1.170 -4.130 10.759
O 1.160 -4.345 2.881
H 4.931 -4.653 1.353
C 1.555 5.037 -1.959
O -4.105 3.400 -2.155
C -2.974 2.303 4.648
H -1.076 -0.574 -5.218
H 1.611 -1.063 9.623
H 0.303 -4.729 11.170
N -5.172 -4.171 -0.236
H 6.307 -5.823 -2.303
C -0.397 -0.557 -6.071
C 1.192 7.421 -1.846
C 1.402 -0.768 0.477
N 3.308 -1.789 8.487
H -0.986 -4.125 -7.812
H 3.339 -2.474 7.746
C 1.908 -1.698 8.789
H -3.321 3.853 5.725
N -4.511 -2.269 0.404
C -1.368 -3.270 -8.371
H 2.056 -4.435 2.558
H 1.476 -1.679 6.650
O 6.665 -1.925 -4.053
H 2.063 4.877 -1.007
H -1.576 3.749 4.783
H 2.330 -0.029 2.081
H 3.602 -1.023 7.897
C 1.451 -0.988 7.493
H 1.893 -0.049 7.161
H -4.448 2.499 5.987
H 7.572 -2.108 -3.808
H -1.036 -6.386 -3.611
H -0.860 0.229 -6.668
H 4.886 -5.392 -2.600
N -3.708 2.955 5.472
O 5.523 -5.463 -1.889
H -2.111 -4.057 -9.801

Mulliken atomic charge list, values in e, 6 entries:
1. H 0.3627
2. H 0.2786
3. H 0.2191
4. C 0.6833
5. H 0.2263
6. H 0.3538

---

Here is a 16-piece molecular cluster, C16H64N32O16 overall in a non-equilibrium geometry from the Open Molecules 2025 dataset. Energies are from ωB97M-V with the def2-TZVPD basis set.

Electronic energy   -3604.6828 Eh
E_LUMO   -0.5 eV
2S+1   1

Geometry (Å):
O 1.113 -0.557 -3.476
H 0.284 -0.383 5.097
N 3.302 -0.982 4.168
H -2.113 -2.174 2.809
H 4.811 -0.217 -2.937
N 5.325 -0.089 -2.073
H -2.879 2.920 4.492
H -3.515 -5.517 -0.596
C -2.143 -4.456 0.541
H -0.391 3.699 -0.116
H -3.475 0.643 6.996
N 0.615 0.713 -1.298
C -0.062 5.032 -1.633
C -4.485 -1.203 1.727
H 3.321 1.724 -3.329
H 0.819 6.074 -3.208
H -1.572 2.034 3.733
N 5.167 -0.412 0.209
H 4.939 1.859 -2.060
H -4.053 2.079 6.078
N -3.438 1.311 6.249
N -4.483 0.091 2.236
O -3.726 -2.773 -2.649
H 1.156 -2.271 -3.861
O 2.642 2.800 -1.851
N 0.146 3.866 -0.941
N 0.236 -2.851 -1.584
N 0.772 -3.216 -3.772
H -6.084 -1.661 -2.496
O 3.389 -3.849 -3.281
H 1.645 1.914 -2.935
H 3.998 0.208 -4.779
H 3.103 -1.251 -4.977
H 1.441 4.503 -2.987
H 0.610 -1.876 0.659
C 2.280 -0.333 4.896
H 4.724 5.043 -1.018
H 1.866 -1.042 -0.336
N -2.512 2.720 -4.583
O -0.156 -4.953 -2.455
N -5.283 -1.065 -2.528
O -1.292 -3.532 0.589
O -1.702 0.078 5.341
H -2.203 -1.250 -1.849
O -0.627 2.940 -3.203
H -5.180 0.408 2.880
N 3.811 4.747 -1.295
N -2.363 -5.311 1.602
H 4.198 -0.649 4.503
C -2.458 1.076 5.306
H 0.251 -1.894 -1.882
H 3.079 -4.390 -0.157
H 5.792 3.363 -2.070
H -3.305 4.628 -0.169
N -3.713 4.311 -1.022
H 6.107 -0.086 0.293
O 2.535 0.558 5.732
N 3.371 -3.912 -0.988
C 2.139 0.055 -3.775
H -0.291 -3.427 6.120
H -0.213 -3.206 -0.740
H -3.425 -2.408 0.531
N -2.951 -4.696 -0.544
H -1.249 1.002 -5.591
C -1.506 -3.164 4.543
O 3.360 -0.963 -1.141
O -5.373 -2.021 2.002
N -0.920 -2.747 5.725
O -0.829 5.956 -1.302
C -3.977 -1.535 -2.562
H -2.530 3.000 0.769
H -2.823 -0.736 0.558
N 3.206 -0.345 -4.541
H 3.393 -6.303 -3.146
N 4.925 2.869 -2.004
O -3.661 2.273 -2.159
C 0.312 -3.802 -2.617
C -3.392 2.963 -1.161
C 3.698 3.458 -1.740
H 0.200 1.045 -4.564
H -3.217 0.280 -1.932
H -1.780 -1.208 4.298
N 3.285 -5.849 -2.261
H -2.951 -6.113 1.538
H 3.183 -1.954 3.945
H -3.562 0.489 2.325
N 0.782 2.518 3.091
H 1.590 0.594 -1.510
H -3.110 2.122 -5.111
H -2.914 -4.023 -1.322
C 0.050 -0.203 -0.435
C -1.284 2.333 -4.043
N 1.025 -0.731 4.502
H -2.832 3.516 -4.051
N 0.922 -1.125 0.071
N -0.729 1.328 -4.806
H 3.117 -2.934 -1.089
H 0.872 -1.456 3.832
H -2.057 -4.873 2.487
N 1.130 3.246 5.272
H 0.933 3.271 -1.206
H -5.411 -0.108 -2.244
N 2.400 1.342 -3.291
C 0.763 3.598 3.975
N -2.741 2.464 -0.046
H -0.694 -1.806 5.959
H 0.570 -3.619 -4.674
N -3.485 -1.452 0.834
N 0.829 5.232 -2.668
O 0.334 4.739 3.622
H -4.030 4.840 -1.809
H 2.989 5.204 -0.932
H 6.314 -0.253 -2.075
O -1.521 -4.336 4.121
H 0.526 2.677 2.129
H 0.000 1.276 -1.865
H 3.286 -6.401 -1.425
H 4.667 -0.931 0.920
N -1.822 -2.082 3.770
H 0.932 1.584 3.432
O -1.145 -0.075 -0.056
N -2.339 2.086 4.388
H 1.142 4.048 5.882
C 3.309 -4.474 -2.236
C 4.535 -0.537 -1.011
H 1.735 2.449 5.431
N -3.000 -0.689 -2.107
H -2.327 1.539 -0.022

Mulliken atomic charge list, values in e, 6 entries:
1. O -0.5901
2. H 0.0176
3. N -0.4057
4. H -0.1050
5. H 0.1688
6. N -0.6133